Entry from the OMol25 dataset: 6 unconnected molecules or ions with the total composition C58H74BF3N2O7P in a non-equilibrium geometry (ωB97M-V/def2-TZVPD).

```
146
Properties=species:S:1:pos:R:3:forces:R:3:mulliken_charge:R:1
C 6.4791 0.8666 1.0962 0.37 0.18 -1.31 -0.930
C 6.2503 1.6630 -0.3183 1.70 1.20 2.23 -0.270
O 4.8397 1.6679 -0.6799 -1.11 -2.40 -1.10 -0.284
P 4.3536 0.2329 -1.4549 3.76 -1.87 -2.03 0.879
O 5.3888 -0.1654 -2.5156 -2.52 0.89 2.65 -0.775
C 2.6689 0.4114 -2.3614 0.01 1.54 0.38 -0.488
C 1.9420 1.6895 -1.7017 0.47 0.04 -0.21 -0.364
C 0.6198 2.1973 -2.4524 0.05 1.28 -1.30 0.052
C -0.7262 1.4104 -2.1227 4.58 -1.51 2.23 -1.277
C -0.8888 1.2182 -0.4833 0.10 -0.80 -1.05 0.823
C -0.7584 2.5922 0.2786 0.19 0.96 0.40 -0.492
C -1.7716 2.9737 1.4475 0.76 2.08 1.29 0.934
C -1.8607 4.6148 1.4530 0.64 -1.11 -0.72 -1.094
C -1.1222 2.6160 2.9086 -0.81 -1.01 -1.61 -1.249
C -2.1750 0.2596 -0.5539 0.67 1.14 -0.64 -0.012
B -3.0187 -0.2179 0.7389 -1.91 -0.61 1.78 1.336
O -2.7143 0.0418 2.1170 -0.22 -1.44 -2.33 -0.481
O -4.2001 -1.0614 0.5010 2.25 0.29 0.08 -0.626
C -3.7683 -2.4517 0.5512 0.99 -0.83 0.42 -0.553
C -2.9711 0.8239 -1.8781 -1.10 -4.23 0.74 -0.078
C -4.5481 1.0006 -1.8612 -0.58 0.56 -1.05 -1.318
C -5.1550 2.1018 -0.8679 -0.23 0.50 -0.67 0.061
C -6.6552 1.8416 -0.3814 -1.27 0.06 1.77 0.618
F -7.6247 2.7195 -0.9560 2.52 -2.33 1.14 -0.274
F -7.1187 0.5101 -0.5251 1.14 3.24 0.08 -0.247
F -6.6883 2.1226 1.0407 -0.07 -0.70 -3.31 -0.285
N -2.0640 1.8129 -2.6599 -1.15 0.34 2.82 0.881
C -2.5222 3.2543 -2.5583 -1.22 2.32 0.37 0.520
C -1.7065 4.2810 -3.4981 1.53 2.16 -3.55 -0.343
O -1.6950 4.2120 -4.7741 -0.48 -0.89 5.46 -0.533
C -0.8795 5.5448 -2.9129 1.63 1.30 1.08 0.502
C -1.3309 6.4158 -1.7078 4.22 0.71 -1.98 -0.160
C -0.3369 7.5704 -1.2774 1.39 -1.64 -2.51 -0.667
C 1.0318 7.8260 -2.0218 -1.83 -2.86 -1.57 -0.330
C 1.4774 6.9421 -3.2539 -4.49 -1.17 2.42 -0.546
C 0.4922 5.8045 -3.6642 -0.28 2.20 2.27 -0.490
O -2.4738 1.4991 -3.9380 2.93 -1.52 -5.20 0.244
C -1.4477 1.0665 -4.8245 2.24 -1.44 -1.17 0.578
N -0.5814 0.5958 -5.5297 -4.68 2.58 3.73 -0.544
O 4.3109 -1.0046 -0.2669 -1.30 2.84 -1.10 -0.481
C 3.2568 -0.7891 0.7160 -0.93 -1.02 1.03 -0.205
C 1.9677 -1.6993 0.3420 0.25 0.46 0.28 -0.387
H 7.4230 1.2521 1.6149 -1.25 -0.50 -0.88 0.394
H 5.6004 1.0606 1.8012 1.13 -0.48 -1.11 0.175
H 6.6383 -0.2288 0.8110 -0.47 1.41 0.90 0.302
H 6.9649 1.3336 -1.1459 -1.42 0.10 1.05 0.333
H 6.5226 2.7668 -0.0798 -0.77 -1.72 -0.67 0.122
H 2.9664 0.6811 -3.4497 -0.33 -0.67 1.89 0.391
H 2.0601 -0.5552 -2.3502 1.05 1.31 0.14 0.310
H 1.8296 1.4852 -0.5827 -0.22 0.49 -1.55 -0.331
H 2.7013 2.5651 -1.7815 -1.36 -1.47 0.15 0.567
H 0.5558 3.3368 -2.2564 -0.21 -1.88 -0.17 -0.322
H 0.8240 2.1091 -3.5937 -0.30 0.14 1.85 0.637
H -0.4244 0.3140 -2.3702 -1.41 1.78 -0.48 0.295
H -0.0301 0.5240 -0.1199 -1.37 1.32 -0.92 0.033
H -0.7414 3.4976 -0.4523 -0.07 -1.70 0.97 -0.289
H 0.3041 2.6210 0.7546 -1.80 -0.05 -0.80 0.370
H -2.8526 2.6281 1.3385 1.63 -0.11 0.14 -0.374
H -2.1535 5.0280 2.4763 0.16 -0.55 -1.61 0.434
H -0.8035 4.9718 1.1816 -1.54 -0.20 0.53 0.256
H -2.5567 4.9235 0.5960 0.79 -0.08 1.44 0.092
H -1.9760 2.7001 3.6693 1.62 -0.17 -0.85 0.400
H -0.7447 1.5243 2.8071 -0.61 1.82 0.69 0.154
H -0.2419 3.3202 3.1092 -1.38 -0.96 -0.19 0.404
H -1.7068 -0.7422 -0.9324 -0.90 1.54 0.77 -0.157
H -3.1031 -0.6779 2.6839 0.17 1.18 -0.72 0.320
H -3.0064 -2.5487 1.4276 -1.14 -0.24 -1.49 0.011
H -3.2302 -2.7310 -0.4397 -0.94 0.26 1.61 0.160
H -4.6153 -3.1972 0.7748 1.10 1.52 -0.53 0.317
H -2.8480 -0.1035 -2.5695 -0.39 1.79 0.98 0.188
H -5.0086 -0.0551 -1.7242 0.99 1.87 0.16 0.502
H -4.8710 1.3116 -2.9348 0.55 -0.61 1.68 0.515
H -4.5190 2.2689 0.0658 -0.99 -0.42 -1.21 -0.321
H -5.1785 3.1023 -1.4565 -0.13 -1.59 1.25 0.329
H -3.6085 3.3281 -2.9661 1.93 -0.64 0.51 0.380
H -2.6214 3.6169 -1.4603 0.76 -0.88 -1.80 0.020
H -2.3116 6.2242 -1.1619 1.59 0.44 -0.87 0.455
H -0.5351 8.2646 -0.3826 0.05 -1.36 -1.62 0.333
H 1.7723 8.6481 -1.7153 -1.58 -1.34 -0.23 0.344
H 2.4655 7.0704 -3.8076 -1.64 -0.09 0.97 0.353
H 0.7968 5.1376 -4.5438 -0.76 1.01 1.50 0.331
H 3.6267 -1.1834 1.7419 -0.36 0.77 -1.81 0.416
H 3.0207 0.3246 0.8408 0.24 -1.49 -0.15 0.231
H 2.3694 -2.6688 -0.1109 -0.68 1.25 0.83 0.325
H 1.2684 -1.2206 -0.4277 1.04 -0.53 0.96 -0.282
H 1.3451 -1.8863 1.2947 1.03 0.10 -1.49 0.233
C -0.6902 -4.6181 2.5201 0.00 0.02 0.07 -0.202
C -0.8314 -3.5025 3.3402 0.02 -0.14 0.06 -0.022
C -0.5939 -3.6092 4.7075 0.02 -0.04 -0.04 -0.647
C -0.2056 -4.8299 5.2529 -0.02 0.02 -0.10 -0.522
C -0.0610 -5.9445 4.4311 -0.04 0.09 -0.02 -0.423
C -0.3075 -5.8397 3.0656 0.00 0.05 0.02 -0.490
H -0.8788 -4.5354 1.4540 0.02 -0.03 0.05 0.342
H -1.1276 -2.5484 2.9134 0.05 -0.02 0.03 0.335
H -0.7103 -2.7412 5.3482 0.03 -0.07 -0.04 0.394
H -0.0157 -4.9121 6.3181 -0.01 -0.02 -0.10 0.421
H 0.2432 -6.8957 4.8561 -0.02 0.11 -0.02 0.402
H -0.2002 -6.7095 2.4260 0.01 0.07 0.04 0.413
C 1.3854 -8.7395 9.5603 -0.07 0.03 -0.08 -0.345
C 0.6032 -7.6467 9.9217 0.01 -0.02 -0.07 -0.410
C -0.3343 -7.1354 9.0293 0.06 -0.08 -0.04 -0.446
C -0.4964 -7.7236 7.7780 0.08 -0.01 0.06 -0.360
C 0.2834 -8.8189 7.4181 0.02 0.06 0.05 -0.381
C 1.2272 -9.3243 8.3071 -0.05 0.08 0.04 -0.444
H 2.1185 -9.1357 10.2551 -0.07 0.04 -0.06 0.359
H 0.7249 -7.1924 10.8998 -0.01 -0.04 -0.10 0.355
H -0.9394 -6.2792 9.3089 0.03 -0.08 -0.01 0.367
H -1.2309 -7.3280 7.0837 0.04 -0.04 0.06 0.562
H 0.1557 -9.2786 6.4429 0.01 0.02 0.09 0.381
H 1.8386 -10.1746 8.0242 -0.06 0.07 0.03 0.359
C -5.2048 2.4425 -7.3149 0.00 -0.01 0.04 -0.734
C -4.5109 1.4230 -6.6698 -0.15 -0.10 -0.05 0.300
C -4.8460 0.0933 -6.9091 -0.04 0.09 -0.01 -0.379
C -5.8687 -0.2169 -7.8007 0.03 0.06 0.04 -0.507
C -6.5596 0.8026 -8.4481 0.06 0.02 0.06 -0.432
C -6.2310 2.1323 -8.2024 0.07 -0.07 0.06 -0.354
H -4.9459 3.4794 -7.1261 -0.01 -0.09 -0.04 0.365
H -3.7073 1.6615 -5.9783 -0.13 0.07 -0.18 0.253
H -4.3094 -0.7020 -6.4014 -0.02 0.03 -0.07 0.368
H -6.1266 -1.2534 -7.9908 0.03 0.10 0.01 0.371
H -7.3559 0.5605 -9.1446 0.08 0.02 0.08 0.364
H -6.7735 2.9269 -8.7032 0.06 -0.07 0.04 0.373
C 8.2317 7.4532 1.8112 -0.03 -0.08 0.02 -0.388
C 7.1793 6.8873 1.0986 0.02 -0.05 0.04 -0.444
C 6.7793 5.5815 1.3659 0.08 0.03 0.08 -0.298
C 7.4261 4.8438 2.3534 0.02 0.11 -0.05 -0.254
C 8.4763 5.4118 3.0686 -0.02 0.01 -0.04 -0.469
C 8.8820 6.7145 2.7951 -0.09 -0.04 -0.05 -0.350
H 8.5454 8.4703 1.6002 -0.03 -0.10 0.02 0.353
H 6.6704 7.4645 0.3331 0.06 -0.05 0.06 0.351
H 5.9624 5.1379 0.8056 0.04 0.04 0.04 0.404
H 7.1100 3.8271 2.5645 0.03 0.07 0.00 0.387
H 8.9799 4.8377 3.8398 -0.04 0.06 -0.08 0.362
H 9.7043 7.1544 3.3492 -0.08 -0.04 -0.04 0.361
C 0.6868 -6.7475 -1.1895 -0.03 -0.11 -0.04 -0.223
C -0.4662 -7.3605 -0.7081 0.07 -0.02 -0.06 -0.308
C -0.7481 -8.6799 -1.0488 0.07 0.02 -0.02 -0.495
C 0.1289 -9.3901 -1.8637 0.01 0.11 0.03 -0.395
C 1.2839 -8.7783 -2.3421 -0.06 0.04 0.04 -0.369
C 1.5611 -7.4559 -2.0088 -0.07 -0.02 0.04 -0.454
H 0.9046 -5.7172 -0.9262 0.00 -0.08 -0.01 0.392
H -1.1468 -6.8085 -0.0669 0.03 -0.05 -0.05 0.410
H -1.6504 -9.1554 -0.6788 0.08 0.03 -0.02 0.358
H -0.0881 -10.4203 -2.1256 0.02 0.10 0.02 0.362
H 1.9683 -9.3327 -2.9760 -0.07 0.06 0.06 0.363
H 2.4587 -6.9777 -2.3863 -0.07 -0.05 0.04 0.358
```
Forces are in eV/Å.

Summary:
electronic energy = -96759.5141 eV
frontier orbital gap = 7.03 eV
highest occupied orbital energy = -10.6 eV
net charge = +1